{
  "formula": "C4H6CrF10N4O18S6",
  "method": "ωB97M-V/def2-TZVPD",
  "homo_lumo_gap_ev": [7.502, 7.489],
  "s_squared": 6.01,
  "total_charge": -2,
  "multiplicity": 5,
  "elements": ["Cr", "C", "F", "F", "F", "S", "O", "O", "O", "C", "F", "F", "F", "S", "O", "O", "O", "N", "S", "O", "O", "F", "S", "O", "O", "F", "N", "S", "O", "O", "F", "S", "O", "O", "F", "C", "N", "O", "O", "H", "H", "H", "C", "N", "O", "O", "H", "H", "H"],
  "positions_angstrom": [[-21.4076, 17.9273, -2.4223], [-19.7938, 16.8406, 2.1957], [-20.0266, 15.7225, 2.7687], [-20.9324, 17.6724, 2.1784], [-18.7225, 17.4921, 2.7805], [-19.2989, 16.3075, 0.3532], [-20.3621, 16.8926, -0.4860], [-17.9578, 16.8807, 0.1217], [-19.2209, 14.8708, 0.2485], [-18.3349, 14.6790, -3.9280], [-18.7820, 14.4837, -5.1312], [-19.1148, 14.1231, -2.9896], [-17.0323, 14.2842, -3.7754], [-18.2924, 16.5411, -3.4893], [-19.5832, 16.9678, -3.0092], [-17.2381, 16.7751, -2.4782], [-17.9021, 17.2340, -4.7001], [-20.4134, 19.6096, -1.8344], [-20.8563, 20.8838, -1.1760], [-21.1197, 22.0249, -2.0355], [-20.5258, 21.0369, 0.2569], [-22.4088, 20.3112, -1.0952], [-18.7110, 20.0273, -2.0530], [-17.7736, 19.0494, -1.5040], [-18.2199, 21.4302, -2.1174], [-18.6994, 19.7027, -3.6625], [-22.3313, 16.7569, -3.8319], [-23.1238, 15.3123, -3.7711], [-23.1285, 14.3882, -4.9036], [-24.2269, 15.3582, -2.8043], [-21.8856, 14.7252, -2.8942], [-22.3204, 16.8591, -5.3754], [-23.5745, 16.9805, -6.0429], [-21.1969, 16.2649, -6.0673], [-21.9190, 18.4504, -5.3520], [-23.9744, 21.4367, -4.0770], [-24.2252, 20.0033, -3.7243], [-25.3661, 19.5925, -3.7108], [-23.2228, 19.3946, -3.3599], [-23.6618, 21.4954, -5.1196], [-23.2481, 21.8217, -3.3613], [-24.9237, 21.9700, -4.1274], [-23.3326, 15.6103, 0.3403], [-23.5872, 17.0626, -0.1931], [-22.8750, 17.6826, -0.9178], [-24.5845, 17.5972, 0.2244], [-24.2977, 15.3245, 0.7588], [-22.4711, 15.5723, 1.0070], [-23.1175, 14.9832, -0.5249]],
  "nbo_charge": [1.321, 0.733, -0.307, -0.353, -0.329, 2.295, -1.058, -0.933, -0.977, 0.750, -0.294, -0.314, -0.328, 2.312, -1.058, -0.932, -0.993, -1.167, 2.451, -0.909, -0.869, -0.538, 2.319, -0.769, -0.855, -0.486, -1.174, 2.397, -0.830, -0.894, -0.499, 2.458, -0.909, -0.860, -0.526, -0.490, 0.559, -0.362, -0.385, 0.234, 0.272, 0.214, -0.468, 0.585, -0.404, -0.362, 0.221, 0.258, 0.252]
}

{
  "formula": "C4H6CuO2",
  "method": "ωB97M-V/def2-TZVPD",
  "homo_lumo_gap_ev": 9.905,
  "total_charge": 1,
  "elements": ["H", "O", "C", "C", "C", "C", "O", "Cu", "H", "H", "H", "H", "H"],
  "positions_angstrom": [[0.6607, -1.4537, -1.3925], [-1.6600, 0.8434, 1.2217], [-2.1058, 0.7067, -0.1242], [-1.0338, 0.0207, -0.8504], [-0.1450, -0.6501, -1.3280], [2.9474, -0.6076, -0.0747], [2.1251, -1.0409, 0.7337], [0.2093, -0.0145, 1.7257], [-2.3326, 1.2484, 1.7773], [-2.2959, 1.6928, -0.5726], [-3.0331, 0.1165, -0.1658], [2.9954, 0.4430, -0.4131], [3.6684, -1.3047, -0.5373]],
  "nbo_charge": [0.275, -0.796, -0.143, -0.089, -0.189, 0.324, -0.601, 0.931, 0.521, 0.229, 0.231, 0.151, 0.158]
}

{
  "formula": "C4H6CuO3",
  "method": "ωB97M-V/def2-TZVPD",
  "homo_lumo_gap_ev": [7.226, 3.646],
  "s_squared": 0.76,
  "total_charge": 2,
  "multiplicity": 2,
  "elements": ["C", "C", "O", "H", "H", "H", "O", "C", "O", "Cu", "C", "H", "H", "H"],
  "positions_angstrom": [[-2.3189, -0.1230, 0.6031], [-1.2550, 0.6704, 0.5148], [-3.5504, 0.3565, 0.7825], [-2.0536, -1.1104, 1.0436], [-1.2583, 1.7552, 0.6034], [-4.0443, 0.3685, -0.0436], [-0.0347, 0.0752, 0.0953], [1.0252, 0.7358, -0.1777], [2.1241, 0.1129, 0.0810], [1.3845, 2.6077, -0.7931], [2.4333, -1.1463, -0.5624], [2.3081, -1.9607, 0.1586], [1.7680, -1.2874, -1.4210], [3.4720, -1.0546, -0.8845]],
  "nbo_charge": [0.237, -0.030, -0.639, 0.215, 0.210, 0.531, -0.344, 0.540, -0.356, 1.156, -0.279, 0.274, 0.222, 0.262]
}

{
  "formula": "C4H6CuO7",
  "method": "ωB97M-V/def2-TZVPD",
  "homo_lumo_gap_ev": 3.037,
  "total_charge": -1,
  "elements": ["O", "C", "O", "O", "O", "C", "O", "O", "C", "C", "Cu", "H", "H", "H", "H", "H", "O", "H"],
  "positions_angstrom": [[-2.4283, 2.6008, -0.8045], [-1.7103, 2.2656, 0.1694], [-1.5814, 2.9750, 1.1994], [-1.0388, 1.1125, 0.0452], [1.1832, -0.6951, -0.2281], [1.5467, -1.9367, -0.7050], [1.6452, -2.8929, 0.0800], [2.5840, -1.6711, -1.5669], [0.2995, -0.6841, 0.8685], [-0.1738, 0.7250, 1.1104], [-3.1997, 4.7255, 0.2838], [3.0163, -2.5102, -1.7588], [0.8308, -1.0429, 1.7676], [-0.5601, -1.3471, 0.6877], [0.6770, 1.4166, 1.1718], [-0.7198, 0.7551, 2.0619], [-0.1574, -2.3649, -2.0803], [-0.2131, -1.4309, -2.3022]],
  "nbo_charge": [-0.808, 0.966, -0.843, -0.499, -0.550, 1.041, -0.757, -0.723, -0.086, -0.076, 0.867, 0.478, 0.173, 0.215, 0.179, 0.178, -1.163, 0.409]
}

{
  "formula": "C4H6F18FeO3P3",
  "method": "ωB97M-V/def2-TZVPD",
  "homo_lumo_gap_ev": [11.106, 8.940],
  "s_squared": 6.00,
  "total_charge": -1,
  "multiplicity": 5,
  "elements": ["Fe", "P", "F", "F", "F", "F", "F", "F", "P", "F", "F", "F", "F", "F", "F", "P", "F", "F", "F", "F", "F", "F", "C", "C", "C", "O", "C", "O", "O", "H", "H", "H", "H", "H", "H"],
  "positions_angstrom": [[-0.6091, -0.4021, -1.1836], [-1.8832, -2.6752, -0.0116], [-1.9965, -3.6546, -1.3610], [-1.3847, -3.9917, 0.7154], [-0.3824, -2.3036, -0.3679], [-1.6821, -1.8793, 1.3694], [-2.3412, -1.3229, -0.8286], [-3.3770, -3.1181, 0.5098], [-1.6580, 2.0784, -0.0442], [-1.1072, 0.7535, 0.6729], [-0.2256, 1.7961, -0.8528], [-2.1894, 1.1697, -1.2145], [-2.0810, 3.2250, -1.1216], [-3.1346, 1.9497, 0.7170], [-1.0834, 3.2103, 0.9951], [-0.5995, -0.8793, -4.1120], [-0.4305, 0.3257, -3.0475], [0.8200, -0.4114, -4.8509], [0.0830, -1.4949, -2.8019], [-0.6080, -2.1420, -5.0179], [-2.0491, -1.1446, -3.4993], [-1.2184, 0.1117, -5.1844], [2.1303, 2.3217, 2.9752], [2.8295, 1.1109, 2.3728], [2.3095, -0.2825, 2.9300], [1.7848, -0.9185, 1.7455], [1.7888, -0.0388, 0.7871], [1.3253, -0.3640, -0.3086], [2.4247, 1.0257, 1.0979], [1.3518, 2.7668, 2.3556], [2.9540, 3.0166, 3.1392], [1.7573, 2.1025, 3.9757], [3.9180, 1.1659, 2.3844], [1.4964, -0.2080, 3.6521], [3.0674, -0.8989, 3.4135]],
  "nbo_charge": [1.622, 2.585, -0.575, -0.591, -0.578, -0.583, -0.570, -0.572, 2.596, -0.593, -0.614, -0.596, -0.571, -0.564, -0.557, 2.617, -0.608, -0.595, -0.596, -0.552, -0.578, -0.578, -0.641, 0.078, -0.104, -0.445, 1.024, -0.691, -0.445, 0.262, 0.214, 0.213, 0.188, 0.199, 0.197]
}

{
  "formula": "C4H6F2",
  "method": "ωB97M-V/def2-TZVPD",
  "homo_lumo_gap_ev": 12.123,
  "smiles": "F[C@@H]1CC[C@H]1F",
  "elements": ["F", "C", "C", "C", "C", "F", "H", "H", "H", "H", "H", "H"],
  "positions_angstrom": [[1.6593, -1.0977, 0.2558], [0.5918, -0.6987, -0.4879], [0.4545, 0.8665, -0.6494], [-0.3362, 0.7440, 0.6792], [-0.5931, -0.7025, 0.3967], [-1.7341, -0.9721, -0.3235], [0.5192, -1.4605, -1.3337], [1.2941, 1.5354, -0.6603], [-0.2183, 1.0333, -1.4922], [-1.2371, 1.3321, 0.7542], [0.2069, 0.7821, 1.6054], [-0.6068, -1.3621, 1.2556]],
  "nbo_charge": [-0.356, 0.193, -0.435, -0.436, 0.164, -0.358, 0.171, 0.224, 0.222, 0.218, 0.226, 0.168]
}

What did we get for relative energy (zero: lowest compared OMol25 entry of this formula, charge and spin)? Answer: 374.6; 41.8; 258.2; 218.4; 240.8; 75.1 kJ/mol, in the order shown.